Record 1
Density functional theory data (ωB97M-V/def2-TZVPD) for a structure of composition C20H34HgO10 in a non-equilibrium geometry.

```
65
Properties=species:S:1:pos:R:3:lowdin_charge:R:1
Hg 0.28187 -1.11467 -1.22526 0.04
C 4.33560 -5.69392 -5.91869 -0.08
C 4.08982 -4.20927 -5.61360 -0.37
O 3.17029 -3.99890 -4.62436 -0.01
H 3.50024 -6.34622 -6.17319 0.08
H 4.80438 -6.19076 -5.06927 0.07
H 5.07066 -5.77361 -6.71959 0.07
H 3.67158 -3.81133 -6.53818 0.14
H 4.98426 -3.65382 -5.33156 0.11
C -5.92160 -4.83665 0.30797 -0.10
C -5.45371 -3.44230 0.54693 -0.38
O -4.06815 -3.27686 0.31682 -0.04
H -7.00084 -4.69068 0.26291 0.07
H -5.68084 -5.51974 1.12254 0.08
H -5.44321 -5.08399 -0.63969 0.09
H -5.66310 -2.94370 1.49332 0.13
H -6.08156 -2.82383 -0.09448 0.13
O -3.09682 1.57609 -4.49747 0.10
C -4.02160 1.61755 -5.30593 -0.42
O -3.94244 1.53797 -6.69668 0.01
C -5.21653 1.67501 -7.30146 -0.18
C -6.06491 2.30166 -6.18871 -0.16
C -5.46989 1.66562 -4.98132 -0.11
H -5.52767 0.71265 -7.70784 0.12
H -5.25073 2.34368 -8.16159 0.12
H -7.11797 2.02551 -6.24264 0.12
H -5.94208 3.37998 -6.28988 0.12
H -5.76876 0.61757 -5.00070 0.14
H -5.73450 1.94029 -3.96022 0.13
O 1.94017 -2.12122 3.89734 0.06
C 1.93285 -1.95957 5.14204 -0.56
O 2.76538 -1.10733 5.57425 0.08
C 2.50643 -0.88063 7.04182 -0.09
C 1.74269 -2.10884 7.45208 -0.16
C 1.05961 -2.53493 6.15406 -0.08
H 1.99258 0.07068 7.17992 0.12
H 3.45226 -0.73450 7.56351 0.12
H 0.96456 -1.82609 8.16107 0.11
H 2.24092 -2.91953 7.98373 0.12
H 0.03160 -2.19556 6.02709 0.14
H 0.97839 -3.61344 6.01872 0.13
O 5.07110 1.67743 -1.68844 0.14
C 6.02015 2.25539 -2.09740 -0.55
O 5.86228 3.46799 -2.58165 0.06
C 7.16681 4.05642 -2.78580 -0.15
C 8.18349 2.91710 -2.85416 -0.16
C 7.42664 1.77087 -2.10134 -0.05
H 7.22509 4.85399 -2.04514 0.13
H 7.36800 4.45055 -3.78193 0.12
H 9.09732 3.32688 -2.42392 0.11
H 8.52238 2.60520 -3.84207 0.11
H 7.86277 1.85136 -1.10564 0.13
H 7.75869 0.83948 -2.55998 0.13
O -1.79881 2.91207 3.28580 0.13
C -2.25923 3.19781 4.36161 -0.46
O -1.45662 3.62143 5.40826 0.01
C -2.30376 3.97435 6.55235 -0.18
C -3.34919 3.02687 6.42705 -0.21
C -3.62271 3.03827 4.94480 -0.08
H -2.59787 5.02011 6.46300 0.13
H -1.64988 3.86214 7.41719 0.13
H -4.19681 3.18930 7.09282 0.13
H -3.08153 1.99815 6.66826 0.13
H -4.20804 3.91929 4.68154 0.13
H -4.08980 2.11528 4.60127 0.13
```

## Properties
- ΔE to the lowest compared entry with this formula, charge and spin: 784.81 kJ/mol
- LUMO energy: -5.41 eV
- Charge: 0
- Energy: -1687.8889 Ha
- Maximum force: 7.3 eV Å⁻¹

---

Record 2
Density functional theory data (ωB97M-V/def2-TZVPD) for a cluster of 5 separate species, C5H19NO4 in total in a non-equilibrium geometry.

```
29
Properties=species:S:1:pos:R:3:lowdin_charge:R:1
C -2.80743 0.87708 -0.68963 -0.12
C -2.21537 0.08110 0.50186 -0.24
C -0.65839 0.25963 0.29210 -0.24
C -0.26821 -0.17665 -1.05641 -0.16
C 0.16999 0.72378 -1.95293 -0.24
N 0.81452 0.60307 -3.17430 0.03
H -2.14298 1.63976 -1.12662 0.07
H -3.81278 1.25542 -0.48094 0.07
H -2.91954 0.10634 -1.46462 0.07
H -2.56221 0.59972 1.36252 0.08
H -2.52444 -0.97277 0.55674 0.10
H -0.49287 1.32456 0.48067 0.11
H -0.13522 -0.14698 1.21433 0.09
H -0.16845 -1.23600 -1.32524 0.12
H 0.19498 1.76361 -1.57722 0.12
H 1.49807 -0.05566 -3.48257 0.06
H 0.47264 1.23069 -3.88649 0.08
O -1.76089 -1.07130 3.59189 -0.06
H -1.00428 -0.69838 3.11721 -0.01
H -2.09609 -1.66916 2.90854 0.03
O 1.43528 -0.37383 3.51589 -0.08
H 1.07292 -1.23119 3.76954 0.03
H 1.82025 -0.57510 2.64476 -0.03
O 2.59295 -1.04003 1.11703 -0.03
H 3.52451 -0.94368 1.31552 0.07
H 2.22012 -0.66648 0.31776 0.02
O 3.27082 -0.10031 -2.50266 -0.06
H 3.59563 0.80583 -2.34226 0.07
H 2.88647 -0.31310 -1.64449 0.01
```

## Properties
- SMILES string: CCC/C=C/N.O.O.O.O
- ΔE to the lowest compared entry with this formula, charge and spin: 209.77 kJ/mol
- LUMO energy: 0.23 eV
- Charge: 0
- Energy: -557.5519 Ha
- Maximum force: 3.3 eV Å⁻¹

---

Record 3
Density functional theory data (ωB97M-V/def2-TZVPD) for a structure of composition C6H13FIO3P in a non-equilibrium geometry.

```
25
Properties=species:S:1:pos:R:3:lowdin_charge:R:1
C -0.61045 2.51484 0.08692 -0.08
C -2.23791 -2.76571 -1.12714 -0.08
C -0.63575 1.70976 1.37584 -0.29
C -2.07617 -2.34655 0.32480 -0.28
C 3.86696 1.39652 -1.14205 -0.42
C 1.52974 -0.86690 1.04316 -0.66
O -0.05646 -0.30107 -1.18206 -0.31
O -0.94247 0.34141 1.18080 -0.23
O -0.72505 -2.04242 0.64183 -0.23
F 3.94750 2.33460 -0.18271 -0.10
P -0.05446 -0.64620 0.24687 0.34
I 3.14869 -0.60353 -0.17644 1.37
H -0.38008 3.55419 0.30412 0.08
H 0.14404 2.11414 -0.58368 0.05
H -1.57330 2.45207 -0.41318 0.08
H -1.71107 -3.70000 -1.31220 0.08
H -3.29320 -2.89968 -1.35873 0.08
H -1.82094 -1.99402 -1.76997 0.06
H -1.42040 2.07812 2.04660 0.12
H 0.32950 1.80164 1.89081 0.11
H -2.34822 -3.16603 1.00017 0.12
H -2.70986 -1.48328 0.54560 0.11
H 4.85177 1.19314 -1.55053 0.05
H 3.12751 1.69292 -1.88264 0.06
H 1.65009 -0.36797 1.99382 -0.04
```

## Properties
- LUMO energy (alpha / beta): -0.54 / -0.54 eV
- Charge: 0
- Energy: -1200.9986 Ha
- Maximum force: 1.1 eV Å⁻¹

---

Record 4
Density functional theory data (ωB97M-V/def2-TZVPD) for the molecule C23H23FN4O3S in a non-equilibrium geometry.

```
55
Properties=species:S:1:pos:R:3:lowdin_charge:R:1
C 2.57783 2.76162 -8.11905 -0.06
C 2.40397 2.75694 -6.63366 -0.27
C 3.49384 2.89940 -5.77665 -0.02
C 3.30965 2.89517 -4.40795 0.01
C 2.00812 2.74657 -3.93184 -0.29
N 1.66558 2.72347 -2.58160 0.15
C 2.46830 2.89345 -1.49600 -0.42
O 3.66296 3.10025 -1.54671 0.08
C 1.74238 2.82742 -0.18703 -0.11
C 2.25853 3.56813 0.87399 0.00
C 1.64598 3.55451 2.11543 -0.04
C 0.51443 2.78075 2.31605 -0.04
C 0.02291 2.02599 1.26820 -0.26
S -1.42418 1.00998 1.55266 0.68
O -1.71426 0.29292 0.34007 -0.28
O -2.46002 1.81522 2.12699 -0.27
N -0.83107 0.01347 2.76791 -0.24
C -1.79171 -0.40807 3.76454 -0.17
C -2.64147 -1.58594 3.27705 -0.15
N -1.75566 -2.66535 2.89671 -0.11
C -2.19155 -3.98390 2.95481 -0.23
C -3.53442 -4.32539 3.13973 -0.02
C -3.92435 -5.64551 3.26676 -0.01
C -2.97000 -6.64094 3.19959 -0.29
F -3.34850 -7.93513 3.31947 0.04
C -1.63275 -6.34065 3.01343 -0.01
C -1.25151 -5.02039 2.89805 -0.02
C -0.86373 -2.25941 1.82612 -0.14
C -0.00931 -1.07824 2.29183 -0.17
C 0.61437 2.03815 0.02212 0.00
N 0.95934 2.60841 -4.73436 0.12
C 1.15660 2.61344 -6.04002 -0.10
H 3.25524 1.96495 -8.42390 0.08
H 1.62410 2.62077 -8.62090 0.07
H 3.00852 3.70730 -8.44628 0.08
H 4.48766 3.01347 -6.18572 0.12
H 4.13266 3.00444 -3.72310 0.10
H 0.66985 2.60709 -2.44240 0.14
H 3.14783 4.15549 0.70074 0.12
H 2.05074 4.14379 2.92370 0.11
H 0.00578 2.74644 3.26572 0.12
H -2.42549 0.45159 3.98093 0.11
H -1.23643 -0.69566 4.66260 0.13
H -3.28439 -1.91273 4.09473 0.12
H -3.26201 -1.24633 2.43229 0.14
H -4.29368 -3.56073 3.16723 0.10
H -4.96205 -5.90507 3.40549 0.12
H -0.90508 -7.13570 2.97165 0.12
H -0.20426 -4.78874 2.78171 0.11
H -0.22250 -3.08939 1.53451 0.12
H -1.44350 -1.93605 0.94850 0.12
H 0.59880 -0.70205 1.46783 0.12
H 0.64573 -1.38523 3.11332 0.13
H 0.18918 1.40844 -0.74527 0.12
H 0.26299 2.49756 -6.64002 0.11
```

## Properties
- SMILES string: Cc1ccc(NC(=O)c2cccc(S(=O)(=O)N3CCN(c4ccc(F)cc4)CC3)c2)nc1
- ΔE to the lowest compared entry with this formula, charge and spin: 166.13 kJ/mol
- LUMO energy: 0.08 eV
- Charge: 0
- Energy: -1833.0703 Ha
- Maximum force: 1.1 eV Å⁻¹

---

Record 5
Density functional theory data (ωB97M-V/def2-TZVPD) for the molecule C3H5N3OS in a non-equilibrium geometry.

```
13
Properties=species:S:1:pos:R:3:lowdin_charge:R:1
C 0.39231 1.79185 0.72337 -0.49
C 0.98510 -0.79912 -0.08335 -0.76
C -0.78108 -1.60873 -1.50972 -0.04
N -1.18899 0.06741 0.15557 0.13
N -0.42620 -0.69269 -0.39499 -0.32
N 0.08203 2.42511 1.79029 -0.03
O 1.58738 -1.78035 -0.40100 0.04
S 1.55320 0.46164 0.96788 0.96
H -0.43278 -2.60059 -1.16134 0.09
H -1.76378 -1.41120 -2.00310 0.10
H -0.13888 -1.41902 -2.46232 0.12
H -0.22485 3.39457 1.67813 0.11
H 0.35652 2.17112 2.70057 0.07
```

## Properties
- ΔE to the lowest compared entry with this formula, charge and spin: 518.94 kJ/mol
- LUMO energy: -0.01 eV
- Charge: 0
- Energy: -754.8414 Ha
- Maximum force: 3.0 eV Å⁻¹